Record 1
15
Properties=species:S:1:pos:R:3:nbo_charge:R:1 method="wB97M-V/def2-TZVPD" orbital_gap_ev=9.05 de_lowest_kcal_mol=154.5
C -0.21348 0.65182 -1.82188 -0.665
C -0.06623 0.02992 -0.52494 0.064
C -0.24048 -1.52590 -0.51417 -0.680
C 0.18339 0.62232 0.62162 -0.236
C 0.49145 -0.09748 1.73080 -0.041
C 0.54832 -0.54282 2.89281 -0.200
C 0.58518 2.05094 0.92350 0.292
H -0.24364 1.79023 -1.92712 0.252
H 0.18250 0.14947 -2.61008 0.236
H -1.33225 0.59089 -2.12104 0.240
H -0.11656 -1.93246 -1.84988 0.231
H 0.70131 -2.32479 0.17318 0.282
H -1.61033 -1.89131 -0.04381 0.258
H 0.29410 -0.71224 4.02925 0.276
N 0.83672 3.14142 1.04176 -0.307


Record 2
38
Properties=species:S:1:pos:R:3:nbo_charge:R:1 method="wB97M-V/def2-TZVPD" orbital_gap_ev=9.24 smiles="O=C(CC1CCCCC1)NCc1ccccc1" de_lowest_kcal_mol=323.9
O -0.40757 -1.88311 -1.32256 -0.604
C -0.22033 -1.67071 -0.22109 0.684
C -1.48196 -1.37275 0.61570 -0.464
C -2.71910 -0.43440 0.18868 -0.242
C -3.91497 -0.38909 0.87853 -0.411
C -4.97833 0.49091 0.34450 -0.327
C -4.34159 2.02002 -0.17222 -0.308
C -2.95036 1.85368 -0.72851 -0.430
C -2.01843 0.70005 -0.07090 -0.362
N 0.97523 -1.48679 0.39494 -0.613
C 2.10990 -1.85967 -0.42110 -0.210
C 2.84864 -0.51589 -0.06204 0.047
C 4.12681 -0.60742 0.50008 -0.277
C 4.93289 0.70283 0.35773 -0.150
C 4.32989 1.93378 0.09472 -0.231
C 3.11132 1.92285 -0.26383 -0.301
C 2.28013 1.00633 -0.38853 -0.148
H -2.07730 -2.41555 0.92414 0.201
H -1.33836 -1.11286 1.57246 0.184
H -2.80014 -0.87742 -0.71248 0.212
H -4.28799 -1.30748 0.91475 0.211
H -3.68076 -0.16217 1.67182 0.176
H -5.86162 0.32828 0.73038 0.197
H -5.18807 0.00988 -0.82662 0.138
H -5.09009 2.48714 -0.54205 0.186
H -4.12073 2.27770 1.09451 0.142
H -3.19774 1.45865 -1.66825 0.190
H -2.60330 2.94902 -0.82070 0.217
H -1.07433 1.02545 -0.69228 0.256
H -1.85819 1.21392 1.04295 0.159
H 0.90283 -1.38378 1.37635 0.413
H 1.87215 -2.01365 -1.26961 0.203
H 2.60420 -2.60266 0.18629 0.195
H 4.59514 -1.46801 0.68916 0.197
H 5.96606 0.61307 0.69746 0.202
H 4.97855 2.90332 0.34490 0.224
H 2.64493 2.74136 -0.59857 0.218
H 1.21490 0.94661 -0.86350 0.225


Record 3
36
Properties=species:S:1:pos:R:3:nbo_charge:R:1 method="wB97M-V/def2-TZVPD" orbital_gap_ev=6.95 de_lowest_kcal_mol=159.3
C -5.36179 1.09729 1.90085 -0.254
O -4.51021 -0.01097 2.35717 -0.504
C -3.17792 -0.02692 2.03133 0.338
C -2.48933 -1.25826 2.22046 -0.260
C -1.22055 -1.38934 1.68188 -0.161
C -0.60172 -0.37770 0.90862 -0.097
C 0.85820 -0.54697 0.39610 -0.094
C 1.82358 0.18632 1.40865 -0.579
C 3.13651 -0.17047 1.44082 0.275
N 4.30524 -0.38086 1.48622 -0.431
C 1.43076 1.20109 2.23151 0.276
N 1.10773 2.13526 2.81123 -0.406
C -1.23808 0.87223 0.86552 -0.132
C -2.53563 1.07362 1.37263 -0.325
H -6.35052 0.77507 2.22395 0.208
H -5.06899 2.03099 2.39897 0.187
H -5.31108 1.19664 0.80856 0.186
H -3.01660 -2.04099 2.77330 0.237
H -0.71071 -2.33424 1.83263 0.218
H 1.05977 -1.61536 0.48858 0.217
H -0.76173 1.71220 0.39091 0.196
H -3.02659 2.06813 1.28498 0.231
C 3.58374 -0.38175 -3.73995 -0.616
C 2.26915 -0.19548 -3.02599 0.060
O 1.35435 -1.04178 -3.68765 -0.697
C 2.33811 -0.38378 -1.55012 -0.241
N 0.96893 -0.17959 -0.86368 -0.563
H 4.37536 0.24752 -3.30007 0.226
H 3.91035 -1.43798 -3.70872 0.224
H 3.50442 -0.10271 -4.80097 0.235
H 1.98812 0.83569 -3.19509 0.161
H 0.57256 -1.21651 -3.15625 0.456
H 2.73627 -1.36494 -1.27650 0.238
H 2.96355 0.37092 -1.05057 0.265
H 0.91837 0.71282 -0.40170 0.491
H 0.17636 -0.05922 -1.55758 0.435


Record 4
60
Properties=species:S:1:pos:R:3:nbo_charge:R:1 method="wB97M-V/def2-TZVPD" orbital_gap_ev=8.42 smiles="CCCCCCn1c(N2CCN(c3cccc(Cl)c3)CC2)nc2c1c(=O)[nH]c(=O)n2C" de_lowest_kcal_mol=3.8
C 5.14122 1.92708 0.93783 -0.601
C 4.30199 0.87757 1.65619 -0.395
C 4.45254 -0.50058 1.01298 -0.396
C 3.58001 -1.57345 1.66897 -0.394
C 2.08550 -1.44711 1.37193 -0.414
C 1.74053 -1.87522 -0.05849 -0.219
N 0.36494 -1.59273 -0.38771 -0.329
C -0.18214 -0.64120 -1.18666 0.568
N 0.54720 0.32201 -1.84154 -0.440
C -0.18845 1.07769 -2.85199 -0.235
C -0.54660 2.48094 -2.31943 -0.233
N -0.73195 2.45068 -0.89016 -0.450
C -1.96277 2.22720 -0.31261 0.295
C -3.10441 1.92573 -1.06437 -0.285
C -4.33191 1.76761 -0.45334 -0.184
C -4.47593 1.88124 0.91929 -0.290
C -3.34867 2.18157 1.66307 0.006
Cl -3.48170 2.35312 3.38161 -0.001
C -2.11426 2.36700 1.07297 -0.334
C 0.49435 2.13592 -0.18601 -0.233
C 1.38070 1.21388 -1.05177 -0.227
N -1.49153 -0.80155 -1.34959 -0.570
C -1.81280 -1.88005 -0.60895 0.440
C -0.68881 -2.40075 0.01241 -0.132
C -0.74797 -3.55567 0.84613 0.653
O 0.14992 -4.11829 1.44303 -0.630
N -2.06288 -4.02351 0.91415 -0.635
C -3.21425 -3.53793 0.32399 0.791
O -4.28606 -4.07368 0.49504 -0.631
N -3.05340 -2.42013 -0.46474 -0.432
C -4.19214 -1.81973 -1.12154 -0.417
H 5.03008 2.89835 1.41378 0.210
H 6.19353 1.65358 0.95932 0.205
H 4.83385 2.01740 -0.10240 0.196
H 4.61189 0.81834 2.70142 0.201
H 3.25594 1.19033 1.64297 0.185
H 5.49774 -0.80587 1.09766 0.207
H 4.22704 -0.43121 -0.05366 0.185
H 3.91250 -2.55919 1.33848 0.207
H 3.72555 -1.52427 2.74957 0.209
H 1.74867 -0.42428 1.55213 0.190
H 1.53464 -2.10081 2.04960 0.242
H 2.37783 -1.39508 -0.80281 0.208
H 1.87684 -2.95775 -0.13312 0.234
H 0.44564 1.15912 -3.74114 0.198
H -1.08621 0.51266 -3.09488 0.243
H -1.43801 2.86929 -2.80746 0.225
H 0.27135 3.18139 -2.52382 0.195
H -3.04121 1.78848 -2.13024 0.212
H -5.19839 1.54475 -1.05901 0.217
H -5.43212 1.74581 1.39687 0.228
H -1.28056 2.64595 1.69675 0.224
H 0.24898 1.61492 0.74136 0.212
H 1.04528 3.05398 0.06201 0.196
H 1.98404 1.79146 -1.75613 0.205
H 2.05451 0.65403 -0.41060 0.221
H -2.20500 -4.84693 1.48847 0.430
H -5.06899 -2.41257 -0.86944 0.248
H -4.31174 -0.79269 -0.77647 0.217
H -4.03395 -1.81682 -2.19989 0.205


Record 5
69
Properties=species:S:1:pos:R:3:nbo_charge:R:1 method="wB97M-V/def2-TZVPD" orbital_gap_ev=6.15 charge=+3 de_lowest_kcal_mol=0.0
Os 0.61824 0.69756 -1.24715 0.931
N 3.91494 1.53657 -0.70392 -0.728
C 3.38782 1.77756 -1.88305 0.311
N 2.09227 1.52647 -2.23737 -0.509
C 1.85488 1.92533 -3.58758 0.104
C 2.92251 2.44006 -4.20244 -0.359
S 4.30421 2.48226 -3.15579 0.547
C 0.50482 1.65803 -4.06428 0.087
C -0.09893 1.97689 -5.22290 -0.379
S -1.74060 1.45689 -5.20256 0.535
C -1.52904 0.82982 -3.61069 0.277
N -0.30299 0.98367 -3.14118 -0.567
N -2.52329 0.21475 -2.95229 -0.772
H 3.33252 1.28526 0.09262 0.436
H 4.87737 1.78502 -0.52573 0.442
H 3.00032 2.79256 -5.21810 0.288
H 0.29614 2.49425 -6.08129 0.284
H -3.45103 0.17528 -3.34118 0.437
H -2.41920 -0.04237 -1.98683 0.409
S 1.44195 0.49999 0.99549 -0.426
P 0.06132 1.92738 1.57652 1.267
S -0.78449 2.22854 -0.32144 -0.138
C 0.74445 3.42373 2.23132 -0.408
C 0.99687 4.53371 1.42238 -0.201
C 1.52913 5.67779 1.99023 -0.183
C 1.81089 5.71089 3.35127 -0.131
C 1.55868 4.60575 4.15562 -0.184
C 1.01206 3.46081 3.60353 -0.184
C -1.13064 1.19756 2.67937 -0.397
C -0.79992 0.09131 3.46048 -0.205
C -1.71596 -0.38446 4.38570 -0.190
C -2.95196 0.23408 4.52135 -0.148
C -3.28194 1.33681 3.73882 -0.194
C -2.36900 1.83026 2.82336 -0.195
H 0.77465 4.51546 0.36232 0.222
H 1.71511 6.54866 1.37716 0.245
H 2.21927 6.61049 3.79178 0.250
H 1.77321 4.64355 5.21446 0.251
H 0.79210 2.61093 4.23888 0.235
H 0.16026 -0.39764 3.35337 0.235
H -1.46363 -1.23410 5.00548 0.245
H -3.66153 -0.13635 5.24944 0.249
H -4.24275 1.81891 3.85677 0.251
H -2.62426 2.70526 2.23543 0.232
N 0.61928 -1.17289 -1.57687 -0.896
S 0.78591 -2.44433 -0.44161 1.103
C -0.78970 -2.57343 0.38996 -0.263
C -1.68761 -1.52903 0.49322 -0.235
C -2.83746 -1.69787 1.25047 -0.134
C -3.07079 -2.90424 1.89504 -0.176
C -2.15237 -3.94114 1.79475 -0.167
C -0.99732 -3.78373 1.04265 -0.194
C 0.84694 -3.85064 -1.48506 -0.227
C 2.06580 -4.52247 -1.52441 -0.196
C 2.17313 -5.63887 -2.33993 -0.186
C 1.08081 -6.05461 -3.08841 -0.125
C -0.13334 -5.37155 -3.03456 -0.173
C -0.26484 -4.26145 -2.22257 -0.231
H 0.41918 -1.57040 -2.49593 0.410
H -1.51625 -0.57373 0.01397 0.195
H -3.54459 -0.88355 1.34443 0.231
H -3.97005 -3.03702 2.48139 0.250
H -2.33327 -4.88011 2.29987 0.255
H -0.28729 -4.59760 0.96522 0.247
H 2.90473 -4.18930 -0.92712 0.244
H 3.10431 -6.18583 -2.38501 0.256
H 1.16747 -6.93018 -3.71794 0.255
H -0.97560 -5.71976 -3.61617 0.251
H -1.21193 -3.74141 -2.14277 0.237